Record 1
15
Properties=species:S:1:pos:R:3 method="wB97M-V/def2-TZVPD" lumo_energy_ha=0.024 orbital_gap_ev=9.508
C -0.419 -1.099 -0.551
C 0.956 -0.468 -0.765
C 0.864 0.476 0.427
C -0.264 1.407 0.252
C -1.386 0.302 -0.441
H -1.419 -1.857 0.728
H -0.779 -1.612 -1.407
H 1.005 0.017 -1.792
H 2.407 -0.452 0.611
H 0.850 0.100 1.450
H -0.307 2.643 -0.247
H -0.634 1.622 1.468
N 2.137 0.126 -0.251
O -0.550 -1.551 0.776
O -2.462 0.348 -0.259



Record 2
154
Properties=species:S:1:pos:R:3 method="wB97M-V/def2-TZVPD" lumo_energy_ha=0.007 orbital_gap_ev=8.898
C 1.943 3.194 -4.410
C 1.628 2.964 -5.921
C 0.181 3.178 -6.302
C -0.834 2.364 -5.570
N -1.579 1.731 -4.975
H 1.389 2.424 -3.872
H 1.549 4.160 -4.097
H 2.983 3.164 -4.085
H 2.102 2.031 -6.226
H 2.213 3.706 -6.465
H 0.027 3.083 -7.377
H -0.096 4.188 -6.000
C -0.271 -3.787 -3.809
C -1.407 -2.923 -4.354
C -1.102 -1.545 -4.866
C 0.014 -1.490 -5.830
N 0.904 -1.460 -6.564
H 0.230 -3.411 -2.918
H 0.474 -3.903 -4.597
H -0.667 -4.775 -3.573
H -2.309 -2.961 -3.744
H -1.726 -3.467 -5.243
H -0.824 -0.893 -4.037
H -2.019 -1.028 -5.145
C -5.898 1.559 -1.578
C -6.993 0.443 -1.522
C -6.294 -0.934 -1.750
S -4.711 -0.750 -0.782
O -3.649 -1.159 -1.686
O -4.808 -1.331 0.554
C -4.816 1.062 -0.579
H -6.194 2.568 -1.290
H -5.521 1.649 -2.597
H -7.748 0.580 -2.296
H -7.620 0.430 -0.630
H -5.945 -0.932 -2.783
H -6.906 -1.814 -1.550
H -3.787 1.422 -0.583
H -5.211 1.295 0.410
C 4.671 0.037 -2.279
C 4.694 1.566 -2.714
C 5.854 2.202 -2.013
S 6.934 0.923 -1.252
O 6.514 0.777 0.110
O 8.288 1.092 -1.753
C 6.152 -0.450 -2.144
H 4.095 -0.459 -3.060
H 4.073 0.047 -1.368
H 3.781 1.966 -2.273
H 4.842 1.691 -3.787
H 5.696 2.925 -1.212
H 6.531 2.587 -2.776
H 6.349 -1.297 -1.487
H 6.640 -0.590 -3.108
C 3.333 5.010 2.309
C 3.375 3.425 2.300
C 3.620 3.037 0.839
S 2.908 4.353 -0.312
O 1.667 3.850 -0.878
O 3.990 4.829 -1.131
C 2.536 5.530 1.043
H 4.333 5.442 2.267
H 3.042 5.424 3.274
H 2.407 3.127 2.703
H 4.114 3.023 2.994
H 3.348 2.050 0.464
H 4.691 3.008 0.638
H 1.505 5.302 1.314
H 2.695 6.537 0.658
C -0.699 -2.482 5.467
C 0.625 -3.089 4.963
C 0.638 -4.492 5.661
S -1.087 -5.182 5.524
O -1.486 -5.655 6.882
O -1.223 -6.020 4.402
C -1.835 -3.539 5.272
H -0.835 -1.513 4.986
H -0.728 -2.397 6.553
H 1.439 -2.432 5.270
H 0.734 -3.147 3.880
H 0.974 -4.399 6.694
H 1.342 -5.271 5.370
H -2.669 -3.451 5.968
H -2.355 -3.521 4.314
C 0.362 -0.925 -0.543
C 0.787 0.529 -0.700
C 0.624 1.184 0.678
S -0.784 0.270 1.544
O -1.953 1.121 1.352
O -0.411 -0.282 2.872
C -0.933 -1.061 0.300
H 1.095 -1.484 0.039
H 0.210 -1.400 -1.512
H 0.316 1.141 -1.469
H 1.849 0.632 -0.924
H 0.578 2.271 0.741
H 1.505 0.952 1.277
H -1.815 -0.738 -0.253
H -1.113 -2.002 0.820
C -1.950 3.937 -0.865
C -2.340 3.845 -2.330
C -1.521 4.929 -3.109
S -1.409 6.344 -1.965
O -2.528 7.237 -2.174
O -0.017 6.830 -1.966
C -1.641 5.361 -0.397
H -1.028 3.368 -0.744
H -2.708 3.407 -0.288
H -3.397 4.106 -2.388
H -2.179 2.844 -2.728
H -1.779 5.174 -4.140
H -0.517 4.505 -3.108
H -2.477 5.905 0.044
H -0.733 5.473 0.196
C -4.753 -1.271 4.325
C -6.246 -0.949 4.084
C -6.496 0.539 4.385
S -5.003 1.464 3.809
O -4.495 2.329 4.876
O -5.340 1.986 2.528
C -3.955 -0.106 3.685
H -4.445 -2.228 3.904
H -4.600 -1.356 5.401
H -6.880 -1.592 4.694
H -6.448 -1.141 3.030
H -6.402 0.681 5.461
H -7.403 0.976 3.967
H -3.069 0.140 4.270
H -3.666 -0.211 2.639
C 2.280 -7.228 1.141
C 2.977 -5.893 1.112
C 2.286 -5.127 -0.075
S 0.484 -5.448 0.080
O -0.112 -5.770 -1.247
O -0.104 -4.428 0.910
C 0.737 -6.990 0.994
H 2.357 -7.805 2.063
H 2.685 -7.807 0.311
H 4.054 -6.062 1.099
H 2.971 -5.276 2.010
H 2.553 -5.691 -0.969
H 2.540 -4.093 -0.308
H 0.342 -7.842 0.441
H 0.165 -6.980 1.921
N 4.693 -0.630 1.853
C 4.060 -1.580 1.165
C 2.886 -1.733 1.938
C 2.750 -0.730 2.925
C 3.943 -0.055 2.835
H 5.572 -0.234 1.550
H 4.471 -2.099 0.312
H 2.104 -2.445 1.720
H 1.917 -0.616 3.603
H 4.285 0.819 3.369



Record 3
10
Properties=species:S:1:pos:R:3 method="wB97M-V/def2-TZVPD" spin_multiplicity=3 lumo_energy_ha="0.031 / -0.090" orbital_gap_ev="5.717 / 6.204" s_squared=2.01
C 0.620 1.102 -1.826
C -1.011 -0.499 0.948
N 0.457 1.325 -0.700
N 0.217 -0.449 1.396
O 1.148 -1.503 1.292
S -1.742 -1.661 0.100
H 0.807 1.033 -2.934
H -1.407 0.504 1.158
H 0.253 0.429 1.993
H 0.623 -2.366 1.163



Molar mass, respectively: 113.12 1166.69 104.13 g mol⁻¹.
DFT total energy, respectively: -399.68646 -6279.74902 -661.28977 a.u..